# 1
ORCA calculation (ωB97M-V/def2-TZVPD) on 13 unconnected molecules or ions with the total composition H26O13 in a non-equilibrium geometry.

The strongest force on any atom is 2.7 eV Å⁻¹. The spin multiplicity is 1. The HOMO-LUMO gap comes out at 9.7 eV. The energy above the lowest of the compared OMol25 structures with the same formula, charge and spin is 5.205 eV.

Geometry as XYZ:
```
39
H26O13 (ωB97M-V/def2-TZVPD)
H -0.850 0.317 0.649
H 0.474 -0.421 0.546
H 3.316 -1.049 -1.295
H 4.360 -0.233 -0.551
H -0.707 4.508 -0.399
H -0.264 3.429 0.575
H -1.255 1.764 2.190
H -0.518 0.859 3.164
H 3.752 1.052 2.046
H 3.913 0.558 3.474
H -1.504 0.162 -1.359
H -2.572 1.227 -1.164
H 0.711 2.040 -4.165
H 1.026 1.161 -2.965
H -1.563 -3.466 -4.069
H -0.993 -3.092 -2.711
H -4.865 -1.284 -1.705
H -3.548 -1.836 -1.184
H 4.757 2.507 -2.319
H 3.473 1.864 -1.823
H -3.549 0.193 2.663
H -2.318 0.769 3.342
H -2.932 -1.750 1.215
H -1.801 -1.114 0.423
H 0.859 -5.044 3.027
H 0.653 -3.838 3.929
O -0.166 0.068 0.018
O 3.750 -0.188 -1.296
O 0.000 4.284 0.216
O -0.602 1.055 2.224
O 4.420 0.877 2.719
O -2.019 0.820 -1.841
O 1.051 2.077 -3.264
O -1.258 -2.710 -3.555
O -3.928 -1.345 -1.921
O 4.402 1.672 -1.996
O -2.679 -0.054 2.995
O -1.972 -1.754 1.123
O 0.947 -4.085 3.045
```

***

# 2
ORCA calculation (ωB97M-V/def2-TZVPD) on 13 unconnected molecules or ions with the total composition H26O13 in a non-equilibrium geometry.

The strongest force on any atom is 1.0 eV Å⁻¹. The spin multiplicity is 1. The HOMO-LUMO gap comes out at 8.9 eV. The energy above the lowest of the compared OMol25 structures with the same formula, charge and spin is 1.880 eV.

Geometry as XYZ:
```
39
H26O13 (ωB97M-V/def2-TZVPD)
O 18.478 -8.043 1.752
H 18.876 -8.792 1.306
H 17.697 -8.402 2.172
O 14.643 -4.954 5.225
H 14.445 -4.041 5.432
H 13.854 -5.279 4.791
O 19.993 -7.638 4.960
H 19.463 -8.431 4.887
H 19.431 -6.941 4.622
O 19.107 -5.970 7.687
H 19.922 -6.027 7.189
H 18.601 -5.290 7.243
O 14.495 -8.083 5.641
H 15.143 -7.399 5.806
H 14.512 -8.625 6.429
O 16.090 -6.420 7.121
H 15.666 -5.722 6.622
H 16.237 -6.040 7.988
O 17.193 -5.739 0.945
H 16.709 -5.456 1.720
H 17.753 -6.450 1.258
O 15.631 -8.405 1.425
H 15.627 -8.377 2.382
H 14.755 -8.113 1.173
O 14.960 -4.521 2.407
H 14.894 -3.584 2.225
H 15.542 -4.578 3.164
O 16.553 -8.816 4.024
H 15.819 -9.117 4.559
H 17.323 -9.220 4.424
O 17.573 -6.158 4.458
H 17.354 -5.889 5.350
H 17.181 -7.026 4.366
O 17.199 -3.600 3.832
H 17.613 -4.462 3.781
H 17.275 -3.352 4.754
O 17.784 -3.635 6.958
H 18.252 -2.909 7.370
H 17.073 -3.838 7.565
```

***

# 3
ORCA calculation (ωB97M-V/def2-TZVPD) on 13 unconnected molecules or ions with the total composition H26O13 in a non-equilibrium geometry.

The strongest force on any atom is 5.5 eV Å⁻¹. The spin multiplicity is 1. The HOMO-LUMO gap comes out at 9.8 eV. The energy above the lowest of the compared OMol25 structures with the same formula, charge and spin is 3.360 eV.

Geometry as XYZ:
```
39
H26O13 (ωB97M-V/def2-TZVPD)
O -1.066 -2.957 0.061
H -0.686 -3.492 0.799
H -0.471 -2.242 -0.003
O -1.431 3.884 -0.539
H -0.785 4.446 -0.994
H -1.270 2.981 -0.862
O 4.736 -0.993 -0.935
H 3.876 -0.512 -0.905
H 4.919 -1.293 -1.819
O -2.864 -1.457 1.321
H -2.259 -1.979 0.740
H -2.733 -0.545 1.061
O 2.108 -2.444 -0.865
H 2.927 -2.980 -0.772
H 1.951 -2.376 -1.807
O 2.392 0.507 -1.053
H 2.685 0.694 -1.947
H 2.815 1.276 -0.690
O 0.149 -0.482 0.315
H 1.035 -0.649 -0.142
H -0.318 0.266 -0.033
O -3.028 1.735 -2.407
H -3.603 1.276 -2.972
H -2.542 1.159 -1.745
O -0.139 1.891 -1.533
H -0.343 1.682 -2.442
H 0.761 1.635 -1.547
O -1.173 0.474 2.740
H -1.349 0.148 1.871
H -1.336 1.339 2.771
O 0.433 -1.925 2.915
H -0.328 -1.402 2.621
H 0.012 -2.723 3.276
O -2.460 0.798 0.145
H -3.127 1.301 0.539
H -2.993 0.249 -0.431
O 1.900 1.319 1.782
H 2.430 0.569 2.087
H 1.174 0.819 1.400
```

***

# 4
ORCA calculation (ωB97M-V/def2-TZVPD) on 13 unconnected molecules or ions with the total composition H26O13 in a non-equilibrium geometry.

The strongest force on any atom is 2.5 eV Å⁻¹. The spin multiplicity is 1. The HOMO-LUMO gap comes out at 9.0 eV. The energy above the lowest of the compared OMol25 structures with the same formula, charge and spin is 2.481 eV.

Geometry as XYZ:
```
39
H26O13 (ωB97M-V/def2-TZVPD)
O -9.612 10.567 0.021
H -10.239 10.961 -0.580
H -8.727 10.895 -0.190
O -10.534 9.991 -3.091
H -10.229 9.391 -2.392
H -9.919 10.728 -3.051
O -8.738 12.093 -2.661
H -8.690 12.372 -3.609
H -8.691 12.934 -2.165
O -10.916 6.988 0.117
H -10.797 6.906 -0.858
H -11.082 7.902 0.201
O -11.605 12.063 -1.325
H -11.578 11.875 -2.299
H -11.080 12.904 -1.294
O -11.843 12.497 -3.965
H -11.934 12.655 -4.871
H -12.193 13.324 -3.640
O -12.503 9.241 -1.238
H -12.132 10.036 -1.647
H -12.453 9.420 -0.309
O -9.042 8.311 -1.586
H -8.451 8.862 -2.081
H -9.121 8.666 -0.735
O -8.651 5.775 -1.945
H -9.093 5.303 -2.680
H -8.966 6.699 -2.011
O -9.201 12.088 -5.408
H -10.111 11.837 -5.673
H -9.042 13.015 -5.615
O -9.394 9.033 -6.084
H -9.884 9.698 -5.637
H -9.523 8.232 -5.627
O -12.336 8.643 -4.668
H -11.635 9.229 -4.259
H -11.860 7.929 -5.082
O -11.225 6.818 -2.562
H -11.978 6.268 -2.465
H -11.525 7.724 -2.661
```

***

# 5
ORCA calculation (ωB97M-V/def2-TZVPD) on a molecular structure, H26O13 in a non-equilibrium geometry.

The strongest force on any atom is 8.9 eV Å⁻¹. The spin multiplicity is 1. The HOMO-LUMO gap comes out at 10.1 eV. The energy above the lowest of the compared OMol25 structures with the same formula, charge and spin is 2.995 eV.

Geometry as XYZ:
```
39
H26O13 (ωB97M-V/def2-TZVPD)
O -0.297 -1.672 -2.512
H 0.590 -1.516 -2.872
H -0.793 -0.868 -2.721
O -3.067 -1.011 0.504
H -2.588 -0.258 0.128
H -3.060 -0.852 1.462
O -2.170 0.183 3.036
H -1.388 0.570 2.611
H -2.809 0.903 3.065
O -2.504 1.505 -1.055
H -1.806 1.880 -1.603
H -2.851 2.249 -0.548
O 0.907 0.878 2.738
H 1.161 -0.066 2.779
H 0.839 1.084 1.794
O 1.568 -1.051 -2.609
H 1.499 -1.392 -1.706
H 2.467 -1.262 -2.873
O 2.623 -1.465 -0.013
H 3.492 -1.093 0.168
H 2.242 -1.664 0.864
O 2.798 1.951 -0.743
H 3.602 1.432 -0.658
H 2.107 1.394 -0.362
O 0.009 0.785 0.029
H -0.404 0.876 -0.838
H 0.538 -0.023 -0.039
O -0.562 -2.444 0.204
H -1.467 -2.116 0.342
H -0.442 -2.503 -0.759
O -0.347 1.103 -3.377
H 0.289 0.701 -3.982
H -0.408 2.021 -3.667
O -1.141 2.756 2.075
H -0.493 2.841 2.786
H -0.624 2.824 1.264
O 1.066 -1.951 2.222
H 0.174 -2.185 1.903
H 1.249 -2.543 2.961
```

***

# 6
ORCA calculation (ωB97M-V/def2-TZVPD) on 13 unconnected molecules or ions with the total composition H26O13 in a non-equilibrium geometry.

The strongest force on any atom is 3.2 eV Å⁻¹. The spin multiplicity is 1. The HOMO-LUMO gap comes out at 10.0 eV. The energy above the lowest of the compared OMol25 structures with the same formula, charge and spin is 4.482 eV.

Geometry as XYZ:
```
39
H26O13 (ωB97M-V/def2-TZVPD)
H 0.344 -0.424 0.599
H -0.027 0.697 -0.358
H -3.236 0.763 3.563
H -3.714 -0.344 2.638
H 0.080 -4.334 -0.758
H 1.432 -4.171 -1.432
H 5.211 -0.783 1.722
H 3.831 -1.369 1.972
H 3.576 -1.884 -0.984
H 2.255 -1.468 -0.358
H 2.325 0.494 2.212
H 1.246 1.541 1.991
H -2.408 -1.861 1.629
H -1.418 -2.878 1.085
H 0.681 3.839 -1.237
H -0.711 4.292 -0.826
H 4.386 1.852 -0.005
H 3.221 1.036 0.530
H -2.068 -2.493 -0.879
H -1.573 -2.379 -2.312
H -3.532 4.901 0.027
H -2.842 3.724 0.697
H -5.025 -0.604 -1.092
H -4.237 -0.359 -2.369
H 1.297 0.692 -2.546
H 1.795 1.928 -3.276
O -0.332 0.244 0.436
O -3.391 -0.188 3.533
O 0.554 -3.778 -1.387
O 4.285 -0.533 1.822
O 2.879 -1.222 -1.050
O 1.633 0.753 1.593
O -2.343 -2.777 1.337
O -0.239 3.825 -1.525
O 4.175 1.147 0.617
O -2.316 -2.699 -1.787
O -3.518 3.937 0.044
O -4.126 -0.588 -1.439
O 1.852 1.471 -2.430
```

***

| no. | HOMO (eV) | LUMO level (eV) |
| --- | --- | --- |
| 1 | -10.23 | -0.6 |
| 2 | -9.42 | -0.5 |
| 3 | -10.41 | -0.6 |
| 4 | -9.81 | -0.9 |
| 5 | -10.21 | -0.1 |
| 6 | -10.08 | -0.1 |